Density functional theory data (ωB97M-V with the def2-TZVPD basis set) for a structure of composition C4H10NOP in a non-equilibrium geometry.

Each line ends with the natural charge from an NBO analysis.
Cartesian coordinates (Å):
1 H -0.8199 1.7309 -1.2615  0.24
2 N -0.8650 -0.6792 -0.0562  -1.02
3 H 2.3313 -0.1448 -0.1958  0.21
4 H 1.0474 1.7140 -1.3304  0.22
5 C 0.3058 0.1930 -0.0108  0.14
6 C -0.0663 0.7743 1.4163  -0.59
7 H 1.3064 -1.5796 -0.7228  0.21
8 O -2.8879 -2.1377 -0.8121  -1.05
9 H -1.1245 -1.3829 0.9882  0.42
10 H 1.5795 -1.2005 0.9888  0.21
11 H 0.0840 0.5250 -2.0044  0.21
12 C 0.0879 1.1566 -1.2107  -0.62
13 C 1.5328 -0.7265 0.0982  -0.59
14 H -0.3160 0.0548 2.1206  0.20
15 H 0.7061 1.3369 1.8239  0.20
16 H -0.8789 1.3567 1.3673  0.21
17 P -2.0227 -0.9909 -1.1986  1.41

Output
Energy above the lowest of the compared OMol25 structures with the same formula, charge and spin (kcal/mol): 45.2
DFT total energy (Ha): -629.69991
Orbital gap (eV): 10.044
Charge: 0



Density functional theory data (ωB97M-V with the def2-TZVPD basis set) for a cluster of 2 separate species, CH5ClN2 in total in a non-equilibrium geometry.

Each line ends with the natural charge from an NBO analysis.
Cartesian coordinates (Å):
1 C 0.8590 -1.7340 -0.0166  0.06
2 H -1.3199 -0.0384 0.9278  0.37
3 N 1.1796 -0.4925 -0.1811  -0.77
4 Cl 2.0537 -2.5940 -0.9695  -0.11
5 N -1.5110 0.6651 0.2651  -1.11
6 H 0.6264 0.1670 0.3239  0.42
7 H -2.2982 0.1949 -0.2619  0.37
8 H -2.0755 1.5528 0.5511  0.38
9 H 1.6809 -0.2619 -1.0096  0.39

Output
Energy above the lowest of the compared OMol25 structures with the same formula, charge and spin (kcal/mol): 40.2
DFT total energy (Ha): -610.72750
Orbital gap (eV): 10.100
Charge: 0



Density functional theory data (ωB97M-V with the def2-TZVPD basis set) for the molecule C4H8O2.

Each line ends with the natural charge from an NBO analysis.
Cartesian coordinates (Å):
1 C 1.0106 0.2404 0.5865  -0.10
2 H -1.3371 1.2889 -0.0033  0.23
3 H -0.9708 -1.6197 2.3080  0.07
4 H -1.6125 -0.3277 -0.6571  0.21
5 C 0.4545 0.3538 -0.8262  0.07
6 H 2.0758 0.0080 0.5627  0.20
7 H 0.4568 -1.5535 -1.1089  0.47
8 H 0.9663 1.1936 -1.3113  0.19
9 O 0.7977 -0.7867 -1.5909  -0.71
10 C -0.5796 -0.6003 2.0672  0.08
11 H -1.3935 1.0179 -1.7548  0.22
12 O 0.3659 -0.8869 1.2153  -0.49
13 H 0.8048 1.1303 1.1888  0.21
14 C -1.0527 0.6019 -0.8074  -0.65

Output
Energy above the lowest of the compared OMol25 structures with the same formula, charge and spin (kcal/mol): 88.7
DFT total energy (Ha): -307.57104
Orbital gap (eV): 9.503
Charge: 0



Density functional theory data (ωB97M-V with the def2-TZVPD basis set) for a structure of composition C15H23BN9O4V in a non-equilibrium geometry.

Each line ends with the Löwdin spin population.
Cartesian coordinates (Å):
1 H 0.6084 -2.4420 3.2557  0.00
2 C 2.1078 -2.0521 -0.8316  0.00
3 N 1.3561 -2.0722 1.1680  0.00
4 C 0.8972 1.5922 3.9038  0.00
5 H 2.1495 0.3004 -2.2081  0.00
6 H 1.3590 2.2265 -3.5684  0.00
7 C 2.0921 1.2964 -1.7764  0.00
8 N -1.5705 -0.8947 1.0064  -0.01
9 H -2.0506 -0.7947 -1.6606  0.00
10 C -1.5062 3.2629 -0.0091  0.00
11 H 1.1409 2.2790 4.6945  0.00
12 C -2.7710 2.3079 -0.4459  0.00
13 O -1.5926 4.4469 0.0778  0.00
14 C -0.4898 -0.7344 -2.9667  0.00
15 C -0.7342 0.6995 -3.3975  0.00
16 H 1.4255 -0.4536 4.6432  0.00
17 C -1.9601 -2.7033 2.1936  0.01
18 H -0.9132 2.4065 -2.3294  0.00
19 V -0.5325 0.6230 -0.0216  1.05
20 N -1.0285 -1.8168 1.8247  0.00
21 H -4.1098 -2.8493 1.6887  0.00
22 O -0.5070 2.4555 0.1750  -0.01
23 C 2.9113 -2.9476 -0.1227  0.00
24 H -1.8074 0.8415 -3.5362  0.00
25 C -3.1590 -2.3552 1.5987  0.00
26 C 2.3906 -2.9297 1.1531  0.00
27 C 1.0800 2.1520 -2.5142  0.00
28 B 0.4224 -1.7267 2.3246  0.00
29 H 2.1816 -1.8061 -1.8777  0.00
30 N -1.0388 -0.8905 -1.6145  -0.01
31 C -2.8670 -1.2111 0.8669  0.00
32 C 1.0457 0.2181 3.8918  0.01
33 H -1.7201 -3.5151 2.8594  0.00
34 N 1.1670 -1.5232 -0.0440  0.00
35 O -2.3104 1.0975 -0.4572  -0.01
36 H 3.7371 -3.5274 -0.4960  0.00
37 H -0.8300 -1.8166 -1.2579  0.00
38 N 0.6079 -0.2488 2.7162  0.00
39 N -0.2777 1.6174 -2.3483  0.00
40 H -3.5438 -0.6093 0.2881  0.00
41 C 0.3406 1.8945 2.6676  0.01
42 H -0.2453 0.8954 -4.3550  0.00
43 H 0.5748 -0.9550 -2.9464  0.00
44 H 0.0612 2.8632 2.2968  0.00
45 H 3.0800 1.7547 -1.8605  0.00
46 H 2.6852 -3.4641 2.0411  0.00
47 N 0.1688 0.7712 1.9531  -0.01
48 N 1.6634 1.1769 -0.3759  -0.01
49 H -0.9625 -1.4189 -3.6739  0.00
50 H 2.2973 0.5668 0.1292  0.00
51 O -3.8443 2.7601 -0.6932  0.00
52 H 1.7149 2.0955 0.0591  0.00
53 H 1.1059 3.1565 -2.0882  0.00

Output
DFT total energy (Ha): -2347.98488
Orbital gap (spin up / spin down) (eV): 7.129 / 7.999
Spin multiplicity: 2
Charge: +1



Density functional theory data (ωB97M-V with the def2-TZVPD basis set) for a structure of composition C19H22N7O5S3Zn in a non-equilibrium geometry.

Each line ends with the natural charge from an NBO analysis.
Cartesian coordinates (Å):
1 C 2.6891 3.6238 -0.9529  -0.15
2 O -1.9217 -3.5236 2.5325  -0.71
3 N -0.6209 -0.0230 0.3851  -0.65
4 H -5.5025 0.1082 -0.3315  0.21
5 O 3.4612 0.0939 -1.9768  -0.98
6 C -4.6210 -0.3403 -0.7589  -0.38
7 S -0.3710 2.2964 -0.7035  0.34
8 N 3.9618 5.3648 2.0204  -0.80
9 H -4.5251 2.2041 -2.1732  0.23
10 H -5.2288 -2.7630 0.8606  0.23
11 C 2.9532 2.3102 -0.6101  -0.40
12 H -4.9625 -1.2715 1.7558  0.22
13 C -4.7241 1.2663 -2.6941  -0.65
14 C 3.8815 3.0124 1.4774  -0.28
15 C -0.9513 -3.3779 1.7998  0.80
16 N -2.8539 -1.8571 -0.6799  -0.56
17 H 2.6414 -1.7028 -1.7059  0.42
18 H 3.6451 -1.8318 0.2699  0.21
19 C -3.9730 -1.3813 -0.1288  0.33
20 C -2.3100 -1.3126 -1.8172  0.28
21 C -4.0750 0.1321 -1.9682  0.32
22 H -3.6761 -2.5099 1.6753  0.29
23 C 3.2290 -2.7794 -0.0808  -0.31
24 H 0.5306 -3.0515 3.3386  0.20
25 C 3.0200 4.6390 -0.0776  -0.28
26 C 0.2097 0.6843 -0.3475  0.28
27 H 2.1507 -3.2809 -1.7651  0.38
28 H 3.4651 6.2331 1.9002  0.38
29 S 2.3701 0.9908 -1.6751  2.33
30 C -1.8041 1.9351 0.2263  -0.48
31 H 4.3346 2.7881 2.4336  0.20
32 H -2.2267 -2.5403 -0.1369  0.48
33 H 2.8127 5.6716 -0.3210  0.20
34 H -5.8014 1.1243 -2.7283  0.21
35 N 1.3482 0.1719 -0.7217  -1.00
36 H -2.4788 0.1986 1.3305  0.21
37 H 4.0466 -3.4330 -0.4064  0.19
38 N 2.2805 -2.4799 -1.1531  -0.92
39 O 3.0204 -4.3978 1.6856  -0.71
40 C -1.7401 0.6781 0.7109  -0.03
41 H 2.2089 3.8165 -1.9004  0.25
42 O 1.7218 1.6188 -2.7974  -0.95
43 H 3.7348 0.9641 0.8374  0.23
44 N -2.9806 -0.3658 -2.4866  -0.50
45 H -4.3225 1.3355 -3.7001  0.24
46 C 3.6057 4.3434 1.1545  0.18
47 S -0.8272 -1.8410 -2.3739  -0.30
48 H 0.7380 -4.5531 2.4037  0.22
49 H -2.5870 2.6590 0.3351  0.22
50 H 4.0843 5.0977 2.9841  0.38
51 C 0.4794 -3.4865 2.3328  -0.35
52 O -1.0307 -3.1343 0.5424  -0.87
53 C -4.4792 -2.0150 1.1231  -0.69
54 Zn 0.5366 -1.8413 -0.0599  1.65
55 C 3.5498 2.0003 0.5977  -0.10
56 N 1.3745 -2.8295 1.4103  -0.86
57 C 2.5098 -3.4382 1.1091  0.62

Output
Energy above the lowest of the compared OMol25 structures with the same formula, charge and spin (kcal/mol): 0.0
DFT total energy (Ha): -4470.84600
Orbital gap (eV): 7.496
Charge: -1



Density functional theory data (ωB97M-V with the def2-TZVPD basis set) for the molecule C4H9NO in a non-equilibrium geometry.

Each line ends with the natural charge from an NBO analysis.
Cartesian coordinates (Å):
1 C -1.3063 1.1151 0.2217  -0.05
2 H 0.0946 -2.2021 1.5388  0.21
3 H 1.7992 -0.4134 0.9760  0.19
4 H -0.4327 1.2888 -2.1008  0.49
5 H 1.6292 0.5792 -1.1074  0.35
6 N 0.8024 0.0318 -0.8660  -0.60
7 H -2.2682 0.6057 0.5530  0.22
8 H 0.9919 -2.6478 0.0380  0.22
9 C 0.2723 -1.9512 0.4935  -0.62
10 H -0.6652 -2.0059 -0.0738  0.23
11 C 0.8841 -0.5730 0.4295  -0.07
12 H -1.4927 2.1216 0.6405  0.19
13 C 0.1684 0.7512 0.3062  -0.13
14 H 0.7034 1.8160 0.4242  0.21
15 O -1.2535 1.3860 -1.5079  -0.85

Output
Energy above the lowest of the compared OMol25 structures with the same formula, charge and spin (kcal/mol): 112.5
Structure (SMILES): C[C@H]1N[C@H]1CO
DFT total energy (Ha): -287.65325
Orbital gap (eV): 10.399
Charge: 0



Which of these has the lowest DFT total energy? C19H22N7O5S3Zn



Which value of charge does entry 1 give? 0



Which value of charge does entry 3 give? 0